[1]
Entry from the Open Molecules 2025 dataset: C3H7F2P in the gas phase at a distorted geometry (the ωB97M-V functional and the def2-TZVPD basis).

Spin multiplicity = 3
Charge = 0
Frontier orbital gap (spin up / spin down) = 5.37 / 8.12 eV
Relative energy (zero: lowest compared OMol25 entry of this formula, charge and spin) = 192.3 kJ/mol

Cartesian coordinates (Å):
C (1.1240, 1.3192, -0.1213)
C (-0.0848, 0.4173, 0.0277)
C (-0.0336, -1.1349, -0.1498)
F (0.9546, -1.4903, -1.3199)
F (0.7643, -1.6435, 0.8294)
P (-1.3964, -2.1471, -0.5798)
H (1.5866, 1.0878, -1.1021)
H (1.8657, 1.2389, 0.6536)
H (0.7577, 2.2733, -0.2153)
H (-0.9821, 0.7674, -0.5506)
H (-0.3776, 0.6919, 1.0402)
H (-0.7820, -2.8557, -1.4856)
H (-1.8681, -1.2046, -1.5117)



[2]
Entry from the Open Molecules 2025 dataset: a molecular structure, C21H20ClN3O3Ti at a distorted geometry (the ωB97M-V functional and the def2-TZVPD basis).

Spin multiplicity = 2
Charge = +1
Frontier orbital gap (spin up / spin down) = 5.76 / 5.84 eV
Relative energy (zero: lowest compared OMol25 entry of this formula, charge and spin) = 134.1 kJ/mol

Cartesian coordinates (Å):
Ti (8.4150, 9.0774, 9.8056)
O (11.3834, 7.7104, 12.1124)
C (10.7709, 7.9957, 11.1066)
O (9.7808, 9.0353, 11.1139)
C (10.6267, 7.1039, 9.9495)
C (11.3135, 5.9113, 9.7822)
C (11.1163, 5.1332, 8.6255)
C (10.1881, 5.5831, 7.6521)
C (9.5148, 6.7648, 7.8679)
N (9.6289, 7.4598, 9.0698)
H (12.0083, 5.6090, 10.5353)
H (11.7316, 4.2479, 8.4893)
H (9.8809, 5.0252, 6.7708)
H (8.8487, 7.2252, 7.1252)
C (5.2105, 11.0045, 12.0195)
C (5.8135, 10.3998, 10.8056)
O (7.0837, 10.1666, 10.7178)
N (4.9384, 9.9059, 9.9167)
C (5.3794, 9.0106, 8.8370)
C (5.7551, 7.6296, 9.3751)
C (4.9153, 6.4644, 9.3095)
C (5.1918, 5.3243, 10.0398)
C (6.3208, 5.4171, 10.9252)
C (7.1481, 6.5038, 10.9003)
N (6.9960, 7.5423, 10.0095)
H (4.7838, 11.9474, 11.6657)
H (5.9919, 11.1231, 12.7746)
H (4.2571, 10.4909, 12.3199)
H (3.9622, 10.1492, 10.0005)
H (6.2996, 9.4106, 8.4608)
H (4.6785, 8.9839, 7.9414)
H (4.0853, 6.4842, 8.5341)
H (4.5264, 4.4797, 10.0425)
H (6.5509, 4.6082, 11.6443)
H (7.9033, 6.6522, 11.6423)
Cl (8.5180, 11.1912, 5.5293)
C (9.6987, 10.1992, 6.3143)
C (10.4901, 9.4282, 5.4797)
C (11.7931, 9.1858, 5.8646)
C (12.2918, 9.5811, 7.1386)
C (11.4556, 10.1947, 8.0559)
C (10.0496, 10.3774, 7.6864)
C (9.0705, 10.7740, 8.6403)
H (10.1846, 9.0372, 4.5002)
H (12.4355, 8.6051, 5.2003)
H (13.2507, 9.1904, 7.4525)
H (11.7901, 10.5081, 9.0237)
H (8.1680, 11.2495, 8.2415)
H (9.5119, 11.3499, 9.5195)



[3]
Entry from the Open Molecules 2025 dataset: 2 unconnected molecules or ions with the total composition C3H10NO2 (the ωB97M-V functional and the def2-TZVPD basis).

Charge = -1
Frontier orbital gap = 6.80 eV
Relative energy (zero: lowest compared OMol25 entry of this formula, charge and spin) = 91.3 kJ/mol

Cartesian coordinates (Å):
C (0.3744, -1.4358, 0.8612)
N (0.3715, -0.0271, 0.4783)
C (-0.3391, 0.2032, -0.8048)
C (-1.8457, 0.3583, -0.4593)
O (-2.0050, 1.1395, 0.6413)
H (0.5446, -1.5311, 1.9330)
H (-0.5720, -1.9506, 0.6260)
H (1.1059, -2.0082, 0.2758)
H (-0.2844, 0.4576, 1.1164)
H (0.0584, 1.1351, -1.2198)
H (-0.1297, -0.6311, -1.4858)
H (-2.3429, 0.8554, -1.3218)
H (-2.1969, -0.6961, -0.3418)
H (1.9567, -0.0739, -0.3382)
H (3.3763, 0.1693, 0.1714)
O (2.9035, 0.0096, -0.6491)